Computed, not measured: a cluster of 2 separate species, C8H17NO8PS in total, with ωB97M-V with the def2-TZVPD basis set.

Element x y z (Å)
1 C 2.749 -1.951 0.007
2 O 3.286 -0.895 0.789
3 C 2.591 0.335 0.530
4 C 1.323 0.344 1.372
5 C 0.400 1.562 1.244
6 C 0.117 2.065 -0.173
7 O -1.326 1.957 -0.487
8 S -1.539 0.774 -1.611
9 O -0.735 -0.338 -1.200
10 O -3.202 0.307 -1.220
11 N -3.302 -0.949 -0.581
12 C -3.132 -0.896 0.686
13 C -3.252 0.344 1.525
14 C -2.768 -2.190 1.362
15 H 1.745 -2.248 0.355
16 H 2.670 -1.675 -1.068
17 H 3.406 -2.821 0.126
18 H 2.412 0.420 -0.556
19 H 3.274 1.125 0.864
20 H 0.732 -0.558 1.199
21 H 1.651 0.307 2.424
22 H -0.569 1.263 1.653
23 H 0.736 2.391 1.882
24 H 0.336 3.133 -0.240
25 H 0.739 1.596 -0.981
26 H -2.308 0.565 2.026
27 H -3.997 0.169 2.308
28 H -3.502 1.197 0.900
29 H -3.584 -2.631 1.943
30 H -1.943 -1.975 2.047
31 H -2.403 -2.882 0.605
32 O 1.682 1.545 -2.431
33 P 1.894 0.433 -3.558
34 O 2.671 0.991 -4.789
35 O 0.471 -0.039 -4.027
36 O 2.677 -0.772 -2.928

Output
Electronic energy, Ha: -1710.969348
Net charge: -3
Largest force on an atom, eV/Å: 1.64